# C41H37BF3N11O4RuS

A structure of composition C41H37BF3N11O4RuS (ωB97M-V/def2-TZVPD, OMol25).

Each line ends with the Mulliken spin population.
Geometry (Å):
Ru -1.096 1.198 0.812  0.89
S -8.543 1.203 -1.173  0.00
N -7.593 2.394 -0.607  0.00
C -6.371 1.917 -0.424  0.00
C -5.245 2.636 0.076  0.01
C -5.289 3.976 0.428  0.00
C -4.148 4.593 0.927  0.00
C -2.988 3.837 1.053  0.00
N -2.912 2.567 0.704  0.03
C -4.010 1.917 0.212  0.03
C -3.896 0.560 -0.157  -0.01
N -2.681 -0.072 -0.038  -0.08
C -2.583 -1.353 -0.375  0.03
C -3.643 -2.108 -0.847  -0.01
C -4.892 -1.506 -0.984  0.02
C -5.029 -0.171 -0.654  -0.01
C -6.266 0.534 -0.777  0.00
N -7.413 0.033 -1.209  0.00
H -6.211 4.521 0.303  0.00
H -4.148 5.630 1.216  0.00
H -2.089 4.299 1.438  0.00
H -1.610 -1.812 -0.264  0.00
H -3.498 -3.145 -1.101  0.00
H -5.752 -2.050 -1.344  0.00
F -1.165 2.306 3.407  0.00
C -0.295 2.226 2.380  0.02
F -0.028 3.521 2.053  0.01
F 0.879 1.787 2.916  0.01
C 2.272 2.309 0.066  0.01
C 1.221 3.108 -0.611  0.00
N -0.073 2.869 -0.548  -0.04
C -0.692 3.827 -1.294  0.02
C 0.246 4.663 -1.812  0.01
N 1.460 4.197 -1.378  0.00
C 2.745 4.752 -1.740  0.00
N 2.780 5.065 -3.134  0.00
N 3.001 6.320 -3.566  0.00
N 2.954 6.369 -4.819  0.00
C 2.677 5.132 -5.319  0.00
C 2.493 4.671 -6.620  0.00
C 2.177 3.341 -6.768  0.00
C 2.055 2.478 -5.669  0.00
C 2.244 2.910 -4.374  0.00
C 2.556 4.253 -4.214  0.00
H 1.788 1.579 0.720  0.00
H 2.912 2.948 0.672  0.00
H 2.892 1.773 -0.654  0.00
H -1.758 3.865 -1.404  0.00
H 0.151 5.529 -2.434  0.00
H 3.521 4.021 -1.483  0.00
H 2.940 5.691 -1.207  0.00
H 2.589 5.340 -7.457  0.00
H 2.017 2.943 -7.757  0.00
H 1.809 1.443 -5.847  0.00
H 2.153 2.241 -3.531  0.00
O 4.384 -3.194 1.302  0.00
C 3.810 -3.681 0.124  0.00
N 2.915 -2.645 -0.325  0.00
C 2.497 -2.560 -1.606  0.00
O 2.853 -3.344 -2.463  0.00
C 1.525 -1.463 -1.911  0.00
C 1.149 -1.251 -3.243  -0.01
C 0.199 -0.286 -3.522  0.01
C -0.377 0.421 -2.477  0.00
N -0.016 0.222 -1.207  -0.04
C 0.921 -0.679 -0.940  0.02
H 5.070 -3.797 1.606  0.00
H 3.233 -4.606 0.314  0.00
H 4.544 -3.890 -0.672  0.00
H 2.692 -1.970 0.388  0.00
H 1.608 -1.853 -4.013  0.00
H -0.111 -0.091 -4.535  0.00
H -1.136 1.171 -2.654  0.00
H 1.179 -0.788 0.104  0.00
C 2.794 -5.417 3.732  0.00
C 1.337 -5.560 4.199  0.00
C 1.341 -6.122 5.622  0.00
C 0.605 -6.558 3.289  0.00
C 0.685 -4.196 4.096  0.00
C 0.233 -3.477 5.212  0.00
C -0.325 -2.213 5.118  0.01
C -0.431 -1.664 3.855  0.01
O -0.904 -0.463 3.445  0.01
B -0.728 -0.400 2.081  0.12
O -0.153 -1.590 1.631  -0.09
C 0.028 -2.371 2.733  0.01
C 0.581 -3.623 2.829  -0.01
H 3.330 -6.347 3.901  0.00
H 3.289 -4.624 4.284  0.00
H 2.841 -5.182 2.674  0.00
H 1.760 -7.125 5.608  0.00
H 0.332 -6.187 6.022  0.00
H 1.956 -5.522 6.287  0.00
H 1.087 -7.529 3.350  0.00
H 0.610 -6.245 2.249  0.00
H -0.431 -6.668 3.597  0.00
H 0.320 -3.910 6.193  0.00
H -0.646 -1.669 5.991  0.00
H 0.935 -4.132 1.949  0.00

Results
- LUMO (spin up / spin down) (eV) = -3.89 / -4.21
- largest force on an atom (eV/Å) = 3.37
- energy above the lowest of the compared OMol25 structures with the same formula, charge and spin (kcal/mol) = 62.93
- charge = +1
- expectation value of S² = 0.94
- multiplicity = 2